Entry 1:
17
Properties=species:S:1:pos:R:3:forces:R:3:mulliken_charge:R:1 method="wB97M-V/def2-TZVPD" homo_lumo_gap_ev=11.169 e_lumo_ev=0.88 total_charge=0 multiplicity=1 max_force_ev_per_a=1.6 smiles=CCO.CC relative_energy_kj_mol=64.4
C -1.424 -0.489 -1.760 0.7556 -0.8251 1.1239 -0.20
C -1.810 0.306 -0.514 -0.2350 -0.3528 0.0409 -0.73
O -1.539 -1.917 -1.558 -0.1139 0.3247 0.3701 -0.54
H -2.053 -0.221 -2.580 -0.3305 -0.0855 -0.6368 0.30
H -0.371 -0.330 -2.003 -0.1087 0.4972 -0.2966 0.23
H -2.496 -0.275 0.095 -0.3565 -0.1586 -0.1318 0.32
H -1.107 -2.129 -0.711 -0.2309 0.1335 -0.5406 0.29
H -2.325 1.240 -0.756 0.3991 0.0195 0.0906 0.32
H -0.954 0.451 0.136 0.2018 0.4555 -0.0267 -0.01
C 2.638 1.599 1.708 0.3299 0.3841 -0.6159 -0.84
C 1.874 0.303 1.846 -0.3054 -0.7140 1.3808 -0.42
H 3.644 1.511 2.115 -0.0338 -0.0164 0.2183 0.29
H 2.788 1.907 0.665 -0.1384 -0.2289 0.0752 0.27
H 2.151 2.439 2.192 -0.1395 0.0407 0.1660 0.27
H 0.995 0.181 1.223 0.1552 0.1113 -0.4518 -0.14
H 1.474 0.168 2.865 0.0806 0.4312 -0.1035 0.28
H 2.519 -0.572 1.790 0.0704 -0.0165 -0.6620 0.30

Entry 2:
83
Properties=species:S:1:pos:R:3:forces:R:3:mulliken_charge:R:1 method="wB97M-V/def2-TZVPD" homo_lumo_gap_ev=9.785 e_lumo_ev=0.27 total_charge=0 multiplicity=1 max_force_ev_per_a=6.1 smiles="COC[C@H](C)N.COC[C@H](C)N.COC[C@H](C)N.NC(N)=O.NC(N)=O.NC(N)=O.NC(N)=O" relative_energy_kj_mol=506.4
C -5.417 2.752 -6.378 2.1143 -2.2728 0.1139 0.63
O -4.434 2.063 -6.500 1.2350 -1.0543 -0.1856 -0.64
N -6.648 2.276 -6.293 -2.9401 -1.1182 0.0512 -0.37
N -5.396 4.041 -6.276 -0.9519 5.2333 0.3654 -0.33
H -6.804 1.312 -6.034 0.0643 0.3320 -0.2349 0.22
H -7.379 2.962 -6.170 -0.2115 -0.8061 0.1195 0.16
H -4.626 4.690 -6.196 0.1489 -0.8695 -0.2316 0.20
H -6.307 4.442 -6.105 0.5492 0.5469 0.0094 0.12
C -6.219 7.034 2.870 -3.6025 -0.3908 2.7494 0.65
O -7.231 7.563 3.387 1.5077 -0.3525 -0.7368 -0.68
N -5.841 5.792 3.204 0.0993 -0.6692 0.1488 -0.42
N -5.484 7.589 1.963 1.4986 2.5595 -2.5407 -0.38
H -4.977 5.493 2.775 -0.2166 -0.7283 0.9055 0.18
H -6.282 5.484 4.058 0.5948 -0.5711 -0.2692 0.24
H -4.648 7.185 1.567 -0.2746 0.3069 0.1351 0.18
H -5.751 8.548 1.791 0.4272 -0.1729 -0.4056 0.23
C 1.933 -2.408 -8.217 -0.6922 -0.7638 2.9996 0.65
O 1.971 -2.464 -7.023 0.5903 0.5223 2.9596 -0.64
N 0.972 -1.842 -8.891 -3.3346 2.4343 -2.2311 -0.49
N 2.716 -3.056 -8.997 3.5555 -2.3562 -3.7001 -0.38
H 0.648 -2.426 -9.649 -0.4891 0.6273 0.0278 0.21
H 0.299 -1.307 -8.360 -0.0436 -0.3473 -0.1786 0.23
H 2.624 -2.794 -9.968 0.7024 -0.4893 0.0789 0.21
H 3.456 -3.674 -8.695 -0.2959 0.3774 0.0655 0.21
C 0.016 3.139 0.124 0.2287 1.4436 1.1727 0.68
O -0.703 4.047 0.410 -2.0983 1.8352 0.8998 -0.64
N -0.040 2.448 -0.959 -1.6377 -2.5277 -5.3563 -0.37
N 1.035 2.721 0.821 3.4356 -1.0788 2.7737 -0.34
H -0.877 2.511 -1.520 0.3992 0.0774 -0.0769 0.20
H 0.703 1.838 -1.266 -0.5333 0.0914 0.0311 0.15
H 1.622 2.056 0.338 0.2661 0.1376 1.0055 0.13
H 1.315 3.118 1.707 -0.0726 0.0005 -0.4403 0.18
C 5.105 -2.180 1.548 -1.1442 0.7540 -0.4111 -1.35
C 4.388 -2.804 0.321 0.0923 1.1148 0.4955 0.54
C 3.085 -3.513 0.719 0.4586 -1.7426 -0.8113 -0.64
O 3.417 -4.832 1.272 0.0491 1.3271 -0.6493 -0.31
C 2.347 -5.746 1.450 0.7995 0.1334 0.4871 -0.73
N 4.057 -1.712 -0.659 -0.3563 -0.4932 0.8937 -0.65
H 5.173 -2.842 2.412 0.7968 -0.3333 -0.4353 0.33
H 4.510 -1.366 1.961 -0.6796 0.0693 -0.2252 0.34
H 5.974 -1.599 1.239 0.6363 -0.7864 0.2021 0.33
H 5.052 -3.519 -0.164 -0.0665 -0.3617 0.2119 0.21
H 2.558 -3.722 -0.212 -0.3072 0.0763 -0.2262 0.29
H 2.408 -2.916 1.330 0.2382 0.0148 0.4564 0.34
H 1.708 -5.949 0.590 -0.1975 0.7143 -0.2442 0.30
H 1.812 -5.421 2.343 -0.5823 -0.3321 -0.1124 0.29
H 2.821 -6.712 1.624 0.0583 0.0520 0.3703 0.25
H 4.884 -1.283 -1.049 0.2015 -0.0848 0.1342 0.23
H 3.538 -2.100 -1.434 -0.0238 -0.0872 -0.1484 0.22
C -4.721 -6.397 -3.027 -0.3361 0.6099 1.4734 -1.17
C -4.682 -4.924 -3.388 -1.0987 -0.4476 -1.8897 0.50
C -4.201 -3.905 -2.370 0.6117 0.1135 0.3662 -0.76
O -5.054 -3.838 -1.235 -0.7502 -1.2216 -0.4339 -0.32
C -4.613 -3.261 -0.026 0.7003 0.5112 -1.2278 -0.70
N -4.048 -4.830 -4.729 0.0338 1.0197 0.8034 -0.71
H -4.997 -6.406 -1.972 -0.0257 -0.4498 0.2040 0.33
H -3.754 -6.893 -3.120 0.0006 0.0224 -0.1927 0.33
H -5.513 -6.923 -3.560 0.3246 0.0295 -0.2141 0.28
H -5.693 -4.610 -3.648 -0.4102 -0.1695 0.4102 0.21
H -4.170 -2.907 -2.808 -0.0831 0.1762 -0.4129 0.34
H -3.154 -4.160 -2.209 0.3394 -0.0505 0.9823 0.33
H -4.260 -2.259 -0.266 0.3303 0.2939 0.2868 0.29
H -3.786 -3.852 0.367 -0.0598 0.0445 0.4737 0.29
H -5.452 -3.129 0.658 0.0467 -0.5099 -0.0943 0.23
H -3.976 -3.829 -4.846 0.1248 0.3396 -0.8394 0.26
H -3.089 -5.147 -4.744 0.2589 -0.3029 0.2988 0.26
C 4.339 2.419 8.845 -2.7531 0.7586 0.9502 -1.35
C 5.255 2.077 7.723 1.2099 3.3109 -0.5505 0.46
C 5.704 3.470 7.070 -0.8085 -0.4817 -0.6751 -0.86
O 4.621 3.927 6.259 -0.2629 0.2674 -0.4088 -0.27
C 4.820 5.158 5.529 0.6771 -1.2170 0.8398 -0.71
N 6.449 1.436 8.210 0.2033 -1.0112 0.0979 -0.78
H 3.295 2.254 8.579 -0.1723 -0.4689 -0.0743 0.31
H 4.249 3.475 9.100 0.6783 0.3227 -0.2445 0.28
H 4.467 1.962 9.826 0.4353 -0.6126 -0.2482 0.41
H 4.779 1.491 6.937 0.1240 -0.0344 0.0795 0.35
H 6.638 3.339 6.523 -0.0128 -0.2815 -0.5624 0.44
H 5.916 4.290 7.756 0.0301 -0.3189 0.8665 0.39
H 5.080 5.988 6.186 -0.1911 0.1149 0.2951 0.29
H 3.904 5.384 4.982 0.1957 -0.1593 0.0136 0.22
H 5.688 5.009 4.887 -0.1224 0.1606 -0.4963 0.30
H 6.831 1.995 8.960 0.2817 0.4676 0.0255 0.26
H 6.042 0.680 8.741 0.4843 -0.8168 0.0859 0.27

Entry 3:
20
Properties=species:S:1:pos:R:3:forces:R:3:mulliken_charge:R:1 method="wB97M-V/def2-TZVPD" homo_lumo_gap_ev=6.416 e_lumo_ev=3.98 total_charge=-1 multiplicity=1 max_force_ev_per_a=2.3 smiles="C=C(C)C[C@@H](N)C[O-]" relative_energy_kj_mol=80.8
C 0.783 0.473 1.919 -0.5445 -1.4988 0.1578 -0.78
O 0.131 -0.579 2.465 0.0904 0.1206 -0.0508 -0.89
C 0.476 0.688 0.384 0.1949 1.5985 -0.1931 0.38
C -0.802 0.028 -0.106 -0.5354 -0.9990 1.9524 -1.04
C -0.470 -0.745 -1.354 -2.0732 0.1595 -0.1492 0.42
C -0.910 -0.247 -2.530 1.0583 0.5229 0.4114 -0.90
C 0.140 -2.078 -1.011 0.7031 0.4514 -0.7117 -1.06
N 0.435 2.135 0.030 0.2813 -0.6342 -0.9231 -0.70
H 1.893 0.347 2.020 0.1329 0.3682 -0.2281 0.15
H 0.534 1.432 2.410 -0.0194 0.4851 0.0637 0.26
H 1.305 0.329 -0.243 0.0300 -0.2157 0.2951 0.33
H -1.635 0.730 -0.098 0.1044 0.3929 -0.9731 0.60
H -1.107 -0.584 0.782 0.5536 -0.3790 -0.6426 0.30
H -0.420 -0.290 -3.498 -0.2692 -1.1530 -0.1413 0.25
H -1.553 0.615 -2.460 0.0280 0.3890 0.0696 0.30
H 0.864 -1.872 -0.224 0.0954 -0.4924 0.1747 0.30
H 0.607 -2.606 -1.852 0.0385 0.2448 0.0322 0.34
H -0.633 -2.742 -0.618 -0.0146 0.2519 0.1514 0.25
H -0.311 2.648 0.479 0.1998 -0.1245 0.4048 0.24
H 1.344 2.513 0.247 -0.0544 0.5118 0.3000 0.24

no.,calculated total energy (eV)
1,-6389.453
2,-48108.634
3,-9952.509